<1>
Molecular formula: C12H48N24O12
Method: DFT, ωB97M-V/def2-TZVPD

Last columns: bonded neighbours and bond lengths (Å).
Geometry (Å):
1 C 19.5408 0.4158 37.0304  O2 1.234, N3 1.348, N4 1.370
2 O 20.1491 0.7989 36.0276  C1 1.234
3 N 19.7954 0.8347 38.2866  C1 1.348, H5 1.002, H6 1.004
4 N 18.5652 -0.5374 36.9001  C1 1.370, H7 1.003, H8 1.004
5 H 19.2510 0.4832 39.0514  N3 1.002
6 H 20.5412 1.4755 38.4908  N3 1.004
7 H 18.0267 -0.8213 37.6966  N4 1.003
8 H 18.2518 -0.7111 35.9626  N4 1.004
9 C 23.7552 -0.6523 28.1123  O10 1.223, N11 1.371, N12 1.398
10 O 24.5197 0.1237 27.5560  C9 1.223
11 N 23.2368 -0.5498 29.3776  C9 1.371, H13 1.014, H14 1.009
12 N 23.3751 -1.8558 27.5119  C9 1.398, H15 1.005, H16 1.003
13 H 22.6618 -1.2757 29.7896  N11 1.014
14 H 23.3828 0.3258 29.8581  N11 1.009
15 H 22.7956 -2.4618 28.0650  N12 1.005
16 H 23.2473 -1.8207 26.5172  N12 1.003
17 C 14.8419 4.0737 30.2613  O18 1.221, N19 1.386, N20 1.382
18 O 15.1333 5.2595 30.2548  C17 1.221
19 N 13.7349 3.5264 29.6320  C17 1.386, H21 1.000, H22 1.001
20 N 15.5887 3.1224 30.9299  C17 1.382, H23 0.998, H24 1.010
21 H 13.6897 2.5276 29.6693  N19 1.000
22 H 12.8890 4.0551 29.5446  N19 1.001
23 H 15.2192 2.2005 31.0254  N20 0.998
24 H 16.2764 3.4446 31.5951  N20 1.010
25 C 15.7272 2.6054 36.8503  O26 1.241, N27 1.366, N28 1.374
26 O 16.3376 3.0207 35.8532  C25 1.241
27 N 14.7431 1.6612 36.7652  C25 1.366, H29 1.001, H30 1.007
28 N 15.7550 3.2548 38.0609  C25 1.374, H31 1.000, H32 1.004
29 H 14.0512 1.4564 37.4584  N27 1.001
30 H 14.6614 1.2223 35.8625  N27 1.007
31 H 14.9867 3.0749 38.6751  N28 1.000
32 H 16.4971 3.9081 38.2360  N28 1.004
33 C 21.4805 -1.5531 33.5035  O34 1.257, N35 1.376, N36 1.355
34 O 20.3668 -1.0806 33.1610  C33 1.257
35 N 22.0584 -1.0554 34.6486  C33 1.376, H37 1.003, H38 1.011
36 N 22.2470 -2.3456 32.7155  C33 1.355, H39 1.001, H40 1.003
37 H 22.9290 -1.4675 34.9293  N35 1.003
38 H 21.3428 -0.6182 35.2140  N35 1.011
39 H 23.2098 -2.5063 32.9387  N36 1.001
40 H 21.8276 -2.6829 31.8690  N36 1.003
41 C 18.8439 2.4193 32.7387  O42 1.246, N43 1.363, N44 1.375
42 O 18.5387 3.5286 32.2601  C41 1.246
43 N 19.9821 1.7215 32.4639  C41 1.363, H45 1.018, H46 1.015
44 N 18.1995 1.8821 33.8279  C41 1.375, H47 1.006, H48 1.007
45 H 20.6530 2.1632 31.8383  N43 1.018
46 H 20.1388 0.7706 32.7821  N43 1.015
47 H 18.7064 1.2243 34.3957  N44 1.006
48 H 17.5054 2.4459 34.2909  N44 1.007
49 C 20.2976 -3.0604 30.0365  O50 1.235, N51 1.368, N52 1.376
50 O 21.4041 -2.5392 29.8638  C49 1.235
51 N 19.3950 -2.7293 31.0095  C49 1.368, H53 1.029, H54 1.001
52 N 20.0259 -4.2992 29.5019  C49 1.376, H55 1.005, H56 1.001
53 H 19.5152 -1.8736 31.5675  N51 1.029
54 H 18.5220 -3.1884 31.1816  N51 1.001
55 H 20.6194 -4.5864 28.7438  N52 1.005
56 H 19.1616 -4.7741 29.6714  N52 1.001
57 C 13.4312 3.2975 33.7255  O58 1.230, N59 1.365, N60 1.369
58 O 12.5279 3.2907 32.8913  C57 1.230
59 N 13.5805 4.3159 34.6215  C57 1.365, H61 1.005, H62 1.003
60 N 14.4756 2.4135 33.6699  C57 1.369, H63 1.006, H64 1.001
61 H 14.2772 4.3332 35.3453  N59 1.005
62 H 12.9248 5.0743 34.6263  N59 1.003
63 H 15.2913 2.4082 34.2591  N60 1.006
64 H 14.3903 1.8809 32.8262  N60 1.001
65 C 20.8690 4.0153 29.7177  O66 1.247, N67 1.363, N68 1.359
66 O 21.6070 3.6919 30.6696  C65 1.247
67 N 19.5485 3.6786 29.6983  C65 1.363, H69 1.005, H70 1.021
68 N 21.3355 4.5008 28.5367  C65 1.359, H71 1.003, H72 1.002
69 H 19.0648 3.8898 28.8430  N67 1.005
70 H 18.9995 3.6753 30.5587  N67 1.021
71 H 22.3231 4.6573 28.4599  N68 1.003
72 H 20.6446 4.9690 27.9829  N68 1.002
73 C 16.0322 7.3180 33.5022  O74 1.227, N75 1.378, N76 1.375
74 O 16.3967 8.3054 34.1329  C73 1.227
75 N 14.7617 7.1340 33.0016  C73 1.378, H77 0.999, H78 1.005
76 N 16.8222 6.2095 33.3096  C73 1.375, H79 1.004, H80 1.002
77 H 14.0059 7.7208 33.2884  N75 0.999
78 H 14.6317 6.2886 32.4746  N75 1.005
79 H 17.7252 6.1615 33.7454  N76 1.004
80 H 16.5959 5.4415 32.7070  N76 1.002
81 C 23.7544 2.4799 33.7850  O82 1.231, N83 1.359, N84 1.388
82 O 24.6370 1.9551 34.4634  C81 1.231
83 N 24.0083 3.2138 32.6703  C81 1.359, H85 1.009, H86 1.008
84 N 22.4097 2.1760 33.9502  C81 1.388, H87 1.001, H88 1.003
85 H 24.9998 3.3297 32.5245  N83 1.009
86 H 23.3887 3.7403 32.0741  N83 1.008
87 H 21.7130 2.6753 33.4331  N84 1.001
88 H 22.2219 1.3180 34.4351  N84 1.003
89 C 20.6147 4.6059 36.3101  O90 1.228, N91 1.386, N92 1.363
90 O 20.2178 5.5651 36.9667  C89 1.228
91 N 19.7578 3.6194 35.8476  C89 1.386, H93 1.021, H94 1.011
92 N 21.8753 4.4934 35.8052  C89 1.363, H95 1.011, H96 1.002
93 H 19.9963 2.6316 35.7535  N91 1.021
94 H 18.8505 3.8270 36.2436  N91 1.011
95 H 22.1929 3.6034 35.4459  N92 1.011
96 H 22.5935 5.1860 35.8994  N92 1.002

Results
**Lowest unoccupied orbital energy**: -0.427 eV
**HOMO energy**: -8.917 eV

---

<2>
Molecular formula: C12H48N24O12
Method: DFT, ωB97M-V/def2-TZVPD

Last columns: bonded neighbours and bond lengths (Å).
Geometry (Å):
1 C 23.6777 -5.5071 -1.9172  O2 1.219, N3 1.363, N4 1.360
2 O 22.7743 -4.8197 -1.4744  C1 1.219
3 N 23.7838 -6.8430 -1.6666  C1 1.363, H5 1.000, H6 1.006
4 N 24.6658 -5.0779 -2.7477  C1 1.360, H7 1.007, H8 1.003
5 H 24.5175 -7.3588 -2.1098  N3 1.000
6 H 23.2849 -7.2509 -0.8947  N3 1.006
7 H 25.4984 -5.6308 -2.8680  N4 1.007
8 H 24.6595 -4.1238 -3.0575  N4 1.003
9 C 28.4803 -16.5592 0.8660  O10 1.222, N11 1.359, N12 1.365
10 O 29.0318 -15.9547 -0.0419  C9 1.222
11 N 27.2449 -16.1819 1.2895  C9 1.359, H13 1.026, H14 1.003
12 N 29.0955 -17.5830 1.5276  C9 1.365, H15 1.003, H16 1.001
13 H 26.7712 -15.5061 0.6801  N11 1.026
14 H 26.6884 -16.6198 1.9996  N11 1.003
15 H 30.0248 -17.7746 1.2031  N12 1.003
16 H 28.6177 -18.1429 2.2053  N12 1.001
17 C 27.8457 -4.9682 1.1004  O18 1.229, N19 1.373, N20 1.364
18 O 28.1332 -4.8726 2.2914  C17 1.229
19 N 28.5049 -4.2578 0.1276  C17 1.373, H21 1.002, H22 1.003
20 N 27.2002 -6.0555 0.5900  C17 1.364, H23 1.018, H24 1.008
21 H 29.2169 -3.5889 0.3518  N19 1.002
22 H 28.3193 -4.4482 -0.8392  N19 1.003
23 H 26.8132 -6.5878 1.3660  N20 1.018
24 H 26.9114 -6.0807 -0.3752  N20 1.008
25 C 24.6884 -11.5993 -4.1165  O26 1.213, N27 1.365, N28 1.380
26 O 25.4260 -12.4847 -3.7372  C25 1.213
27 N 24.1613 -10.6249 -3.3192  C25 1.365, H29 1.004, H30 1.039
28 N 24.2117 -11.5978 -5.4116  C25 1.380, H31 1.003, H32 1.003
29 H 23.6756 -9.7967 -3.6139  N27 1.004
30 H 24.6094 -10.5929 -2.3826  N27 1.039
31 H 24.4643 -12.3665 -6.0041  N28 1.003
32 H 23.6463 -10.8719 -5.8102  N28 1.003
33 C 22.2476 -7.5465 1.6236  O34 1.209, N35 1.366, N36 1.386
34 O 22.1056 -6.9225 2.6492  C33 1.209
35 N 23.4374 -7.9934 1.1244  C33 1.366, H37 1.002, H38 1.018
36 N 21.1643 -7.9399 0.8542  C33 1.386, H39 1.001, H40 1.003
37 H 23.5745 -8.6936 0.4206  N35 1.002
38 H 24.1857 -7.7024 1.7495  N35 1.018
39 H 21.1708 -8.6265 0.1263  N36 1.001
40 H 20.3306 -7.4298 1.0818  N36 1.003
41 C 26.3661 -7.6706 4.1453  O42 1.233, N43 1.372, N44 1.350
42 O 25.7675 -7.8822 3.0879  C41 1.233
43 N 26.2073 -8.5090 5.2192  C41 1.372, H45 1.005, H46 1.005
44 N 27.3351 -6.7444 4.3070  C41 1.350, H47 1.004, H48 1.011
45 H 26.4207 -8.0878 6.1067  N43 1.005
46 H 25.4442 -9.1582 5.1436  N43 1.005
47 H 27.6637 -6.6263 5.2479  N44 1.004
48 H 27.6258 -6.0993 3.5844  N44 1.011
49 C 26.8732 -12.4460 6.3113  O50 1.212, N51 1.367, N52 1.371
50 O 26.5421 -11.3474 6.7028  C49 1.212
51 N 26.8447 -13.5313 7.1414  C49 1.367, H53 1.002, H54 1.004
52 N 27.3175 -12.7027 5.0395  C49 1.371, H55 1.001, H56 1.005
53 H 27.1894 -14.4452 6.9197  N51 1.002
54 H 26.6733 -13.2960 8.1022  N51 1.004
55 H 27.5867 -13.6527 4.8763  N52 1.001
56 H 27.6368 -11.8792 4.5593  N52 1.005
57 C 27.0333 -7.7630 -3.0452  O58 1.237, N59 1.363, N60 1.359
58 O 26.6432 -7.1892 -2.0207  C57 1.237
59 N 28.3641 -7.7914 -3.3378  C57 1.363, H61 1.003, H62 1.003
60 N 26.2040 -8.3156 -3.9692  C57 1.359, H63 1.006, H64 1.005
61 H 28.7264 -8.3354 -4.0989  N59 1.003
62 H 28.9596 -7.4661 -2.5986  N59 1.003
63 H 25.3327 -8.7635 -3.7398  N60 1.006
64 H 26.5743 -8.4379 -4.8950  N60 1.005
65 C 23.8697 -15.2289 3.9969  O66 1.214, N67 1.377, N68 1.363
66 O 22.7098 -15.1000 3.6627  C65 1.214
67 N 24.2412 -16.0130 5.0666  C65 1.377, H69 1.002, H70 1.002
68 N 24.9205 -14.6433 3.3551  C65 1.363, H71 1.000, H72 1.004
69 H 25.1941 -16.2665 5.2441  N67 1.002
70 H 23.5558 -16.2132 5.7701  N67 1.002
71 H 25.8571 -14.8289 3.6519  N68 1.000
72 H 24.6915 -14.1118 2.5341  N68 1.004
73 C 25.8922 -10.6670 0.1174  O74 1.234, N75 1.350, N76 1.351
74 O 25.1174 -10.7316 -0.8403  C73 1.234
75 N 26.4454 -9.5020 0.5170  C73 1.350, H77 1.007, H78 1.009
76 N 26.3210 -11.7447 0.8105  C73 1.351, H79 1.018, H80 1.004
77 H 26.2950 -8.6756 -0.0378  N75 1.007
78 H 27.1302 -9.4572 1.2571  N75 1.009
79 H 26.0893 -12.6830 0.4924  N76 1.018
80 H 26.9453 -11.7120 1.5962  N76 1.004
81 C 29.4659 -8.7678 1.5109  O82 1.222, N83 1.380, N84 1.366
82 O 28.8510 -9.3308 2.4040  C81 1.222
83 N 29.9130 -9.4904 0.4239  C81 1.380, H85 1.006, H86 1.001
84 N 29.8083 -7.4458 1.4882  C81 1.366, H87 1.004, H88 1.008
85 H 29.4800 -10.3948 0.3477  N83 1.006
86 H 30.3419 -9.0655 -0.3746  N83 1.001
87 H 30.4099 -7.1594 0.7373  N84 1.004
88 H 29.1481 -6.7638 1.8272  N84 1.008
89 C 24.2979 -14.3483 -0.0865  O90 1.242, N91 1.345, N92 1.356
90 O 25.5386 -14.3696 -0.0341  C89 1.242
91 N 23.6224 -13.2837 -0.5537  C89 1.345, H93 1.002, H94 1.013
92 N 23.5812 -15.3607 0.4607  C89 1.356, H95 1.000, H96 1.004
93 H 22.6230 -13.2918 -0.6241  N91 1.002
94 H 24.1885 -12.4928 -0.8378  N91 1.013
95 H 24.0098 -16.0374 1.0592  N92 1.000
96 H 22.5874 -15.3267 0.3244  N92 1.004

Results
**Lowest unoccupied orbital energy**: -0.127 eV
**HOMO energy**: -9.062 eV

---

Most stable structure: <1>

---

<1>
Molecular formula: CH2N2O2
Method: DFT, ωB97M-V/def2-TZVPD

Last columns: bonded neighbours and bond lengths (Å).
Geometry (Å):
1 C 1.3189 -0.8962 -0.0702  O4 1.187, H6 1.117
2 N -1.0764 0.3114 -0.1398  N3 1.162, O5 1.190
3 N -0.2107 1.0710 0.0146  N2 1.162, H7 1.122
4 O 0.2141 -1.3235 0.0058  C1 1.187
5 O -2.2545 0.1890 -0.0228  N2 1.190
6 H 2.2498 -1.5141 -0.0599  C1 1.117
7 H -0.2414 2.1624 0.2724  N3 1.122

Results
**Lowest unoccupied orbital energy (alpha / beta)**: -0.420 / -0.111 eV
**HOMO energy (alpha / beta)**: -8.320 / -8.636 eV

---

<2>
Molecular formula: CH2N2O2
Method: DFT, ωB97M-V/def2-TZVPD

Last columns: bonded neighbours and bond lengths (Å).
Geometry (Å):
1 C -1.1232 0.0805 -0.0872  N2 1.211, H6 1.099, H7 1.065
2 N -0.0707 -0.1333 -0.6457  C1 1.211, N3 1.402
3 N 1.1695 -0.1166 0.0076  N2 1.402, O4 1.193, O5 1.195
4 O 1.6562 -1.1987 0.1355  N3 1.193
5 O 1.5453 0.9649 0.3497  N3 1.195
6 H -2.0196 0.1386 -0.7208  C1 1.099
7 H -1.1574 0.2646 0.9609  C1 1.065

Results
**Lowest unoccupied orbital energy**: 0.237 eV
**HOMO energy**: -11.103 eV

---

Most stable structure: <2>